[1]
{"formula": "C3H6S", "method": "the ωB97M-V functional and the def2-TZVPD basis", "charge": 0, "multiplicity": 1, "homo_lumo_gap_ha": 0.3100, "species": ["C", "C", "C", "S", "H", "H", "H", "H", "H", "H"], "xyz": [[0.233, 0.351, 1.597], [0.511, -0.415, 0.311], [-0.744, 0.024, -1.663], [1.582, 0.941, 0.547], [-0.753, 0.880, 1.577], [0.488, -0.356, 2.455], [0.946, -1.494, 0.271], [0.144, -0.097, -2.143], [-0.901, 0.965, -1.183], [-1.506, -0.799, -1.769]]}

***

[2]
{"formula": "C2H4NO2S", "method": "the ωB97M-V functional and the def2-TZVPD basis", "charge": 1, "multiplicity": 1, "homo_lumo_gap_ha": 0.3612, "species": ["C", "C", "N", "O", "O", "S", "H", "H", "H", "H"], "xyz": [[1.347, 2.214, -0.651], [-0.948, -0.940, 0.590], [0.693, 1.368, -0.273], [-3.614, -0.387, 1.033], [-2.466, 0.584, -0.999], [-2.519, -0.221, 0.148], [2.211, 2.779, -0.855], [-0.516, -1.352, -0.269], [-0.195, -0.094, 0.926], [-1.186, -1.703, 1.311]]}

***

[3]
{"formula": "C21H48BBr2NO15P4S", "method": "the ωB97M-V functional and the def2-TZVPD basis", "charge": 0, "multiplicity": 1, "homo_lumo_gap_ha": 0.3307, "smiles": "CCOB(O)[C@]1(S)NC(=O)[C@@H](P(O)Br)[C@@]1(OC[C@@H](C)O)P(O)Br.CCOP(=O)(OCC)OCC.CCOP(=O)(OCC)OCC", "species": ["C", "C", "O", "B", "O", "C", "S", "N", "C", "O", "C", "P", "O", "Br", "C", "O", "C", "C", "C", "O", "P", "O", "Br", "H", "H", "H", "H", "H", "H", "H", "H", "H", "H", "H", "H", "H", "H", "H", "H", "H", "H", "C", "C", "O", "P", "O", "O", "C", "C", "O", "C", "C", "H", "H", "H", "H", "H", "H", "H", "H", "H", "H", "H", "H", "H", "H", "H", "C", "C", "O", "P", "O", "O", "C", "C", "O", "C", "C", "H", "H", "H", "H", "H", "H", "H", "H", "H", "H", "H", "H", "H", "H", "H"], "xyz": [[4.173, 0.858, -1.305], [3.839, 1.970, -2.275], [2.426, 2.248, -2.196], [2.002, 3.380, -2.830], [2.332, 3.626, -4.157], [1.130, 4.438, -2.029], [2.105, 6.019, -2.083], [0.940, 4.158, -0.610], [-0.381, 3.927, -0.298], [-0.808, 3.230, 0.585], [-1.207, 4.725, -1.320], [-1.527, 6.508, -0.747], [-0.588, 7.415, -1.720], [-0.506, 6.594, 1.247], [-0.353, 4.415, -2.560], [-0.494, 2.986, -2.747], [-1.689, 2.547, -3.398], [-1.700, 1.018, -3.319], [-2.187, 0.511, -1.979], [-2.563, 0.570, -4.363], [-0.606, 5.483, -4.086], [-0.225, 4.482, -5.300], [-2.845, 5.690, -4.155], [3.737, -0.079, -1.646], [3.817, 1.109, -0.307], [5.256, 0.731, -1.274], [4.411, 2.869, -2.034], [4.062, 1.639, -3.291], [3.163, 4.106, -4.231], [1.600, 6.649, -3.155], [1.616, 3.498, -0.245], [-2.207, 4.299, -1.291], [0.150, 7.820, -1.245], [-2.588, 2.916, -2.900], [-1.710, 2.801, -4.457], [-0.682, 0.665, -3.506], [-3.172, 0.938, -1.767], [-1.499, 0.721, -1.163], [-2.316, -0.573, -2.024], [-3.229, 0.007, -3.962], [0.126, 3.630, -5.000], [-1.037, -1.744, 7.112], [-1.212, -0.237, 7.080], [-0.272, 0.410, 6.212], [-0.542, 0.388, 4.628], [-1.935, 0.711, 4.323], [0.348, 1.658, 4.192], [-0.180, 2.701, 3.352], [-0.564, 3.900, 4.191], [0.428, -0.731, 4.102], [1.828, -0.715, 4.447], [2.154, -1.784, 5.467], [-1.072, -2.167, 6.106], [-1.825, -2.202, 7.711], [-0.076, -2.017, 7.548], [-2.229, 0.022, 6.780], [-1.048, 0.182, 8.072], [-1.021, 2.342, 2.770], [0.608, 2.968, 2.651], [-1.209, 3.605, 5.019], [-1.084, 4.641, 3.583], [0.324, 4.367, 4.622], [2.137, 0.266, 4.799], [2.359, -0.913, 3.520], [1.834, -1.482, 6.463], [3.232, -1.946, 5.497], [1.658, -2.722, 5.221], [-3.545, -5.651, -1.713], [-2.641, -5.191, -0.585], [-1.262, -5.519, -0.812], [-0.402, -4.609, -1.814], [-0.609, -3.182, -1.559], [1.070, -4.974, -1.247], [2.015, -3.953, -0.932], [2.058, -3.691, 0.555], [-0.336, -5.434, -3.145], [0.085, -6.817, -3.158], [-1.090, -7.745, -3.371], [-3.202, -5.269, -2.677], [-4.565, -5.304, -1.543], [-3.562, -6.739, -1.781], [-2.742, -4.115, -0.430], [-2.920, -5.681, 0.346], [1.791, -3.038, -1.480], [2.985, -4.314, -1.280], [1.059, -3.510, 0.952], [2.683, -2.825, 0.772], [2.467, -4.555, 1.084], [0.624, -7.073, -2.250], [0.782, -6.899, -3.990], [-1.668, -7.858, -2.455], [-0.729, -8.732, -3.662], [-1.754, -7.365, -4.146]]}

***

[4]
{"formula": "C25H36N8OPdS2Si", "method": "the ωB97M-V functional and the def2-TZVPD basis", "charge": 2, "multiplicity": 5, "homo_lumo_gap_ha": [0.3366, 0.2262], "species": ["Pd", "C", "C", "C", "C", "C", "C", "N", "N", "Si", "C", "C", "C", "H", "H", "H", "H", "H", "H", "H", "H", "H", "H", "H", "H", "H", "H", "H", "C", "C", "N", "C", "C", "S", "C", "C", "S", "C", "N", "C", "H", "H", "H", "H", "H", "H", "H", "H", "O", "C", "N", "C", "C", "N", "C", "N", "C", "C", "C", "N", "C", "H", "H", "H", "H", "H", "H", "H", "H", "H", "H", "H", "H", "H"], "xyz": [[0.814, -0.135, -0.303], [-3.302, -1.085, 0.677], [-2.481, -1.903, -0.267], [-3.114, -2.974, -0.952], [-2.378, -3.804, -1.772], [-1.025, -3.564, -1.913], [-0.444, -2.455, -1.243], [-1.202, -1.646, -0.417], [0.822, -2.084, -1.344], [2.125, -3.177, -1.985], [3.774, -2.333, -1.902], [2.102, -4.628, -0.814], [1.746, -3.621, -3.764], [-4.071, -0.534, 0.132], [-2.681, -0.378, 1.214], [-3.815, -1.739, 1.383], [-4.174, -3.134, -0.807], [-2.848, -4.628, -2.291], [-0.415, -4.189, -2.546], [4.082, -2.093, -0.884], [3.823, -1.431, -2.512], [4.505, -3.037, -2.307], [2.236, -4.291, 0.217], [2.926, -5.305, -1.049], [1.177, -5.203, -0.866], [1.061, -2.911, -4.233], [1.322, -4.621, -3.868], [2.672, -3.607, -4.340], [0.232, -2.025, 2.805], [1.608, -1.533, 2.508], [1.933, -0.851, 1.441], [3.272, -0.500, 1.423], [3.967, -0.950, 2.495], [2.932, -1.802, 3.552], [3.745, 0.295, 0.292], [4.930, 0.933, 0.133], [4.960, 1.737, -1.374], [3.377, 1.192, -1.719], [2.884, 0.442, -0.773], [2.648, 1.541, -2.971], [-0.425, -1.771, 1.975], [-0.146, -1.576, 3.724], [0.223, -3.107, 2.939], [5.014, -0.822, 2.718], [5.764, 0.984, 0.814], [3.213, 1.240, -3.853], [2.477, 2.616, -3.032], [1.685, 1.032, -2.984], [0.997, 2.299, 2.706], [0.854, 2.078, 1.551], [0.690, 1.882, 0.377], [-3.333, 3.736, 3.346], [-2.181, 2.766, 3.524], [-2.020, 2.028, 2.273], [-2.219, 2.572, 1.073], [-1.873, 1.770, 0.013], [-1.910, 2.360, -1.300], [-3.042, 3.369, -1.448], [-2.900, 4.416, -0.366], [-2.763, 3.776, 0.949], [-3.084, 4.600, 2.124], [-3.432, 4.369, 4.225], [-4.267, 3.185, 3.226], [-2.383, 2.049, 4.316], [-1.249, 3.284, 3.760], [-1.460, 1.190, 2.264], [-1.984, 1.550, -2.026], [-0.945, 2.858, -1.458], [-4.009, 2.868, -1.363], [-2.997, 3.839, -2.429], [-3.774, 5.062, -0.322], [-2.023, 5.046, -0.542], [-3.969, 5.184, 1.875], [-2.259, 5.298, 2.293]]}

***

[5]
{"formula": "C22H60ClN5O9", "method": "the ωB97M-V functional and the def2-TZVPD basis", "charge": 0, "multiplicity": 1, "homo_lumo_gap_ha": 0.2450, "species": ["N", "H", "H", "H", "H", "Cl", "O", "O", "O", "O", "C", "C", "C", "C", "C", "C", "N", "O", "C", "C", "C", "H", "H", "H", "H", "H", "H", "H", "H", "H", "H", "H", "H", "H", "H", "H", "H", "H", "H", "H", "C", "O", "H", "H", "H", "H", "C", "C", "C", "O", "C", "N", "H", "H", "H", "H", "H", "H", "H", "H", "H", "H", "H", "C", "C", "C", "O", "C", "N", "H", "H", "H", "H", "H", "H", "H", "H", "H", "H", "H", "C", "C", "C", "O", "C", "N", "H", "H", "H", "H", "H", "H", "H", "H", "H", "H", "H"], "xyz": [[7.403, -17.150, 18.076], [7.174, -16.771, 18.984], [6.623, -16.971, 17.460], [7.367, -18.155, 18.168], [8.242, -16.711, 17.726], [8.100, -12.160, 17.301], [8.734, -12.932, 18.316], [6.672, -12.488, 17.328], [8.223, -10.742, 17.520], [8.606, -12.461, 15.969], [1.959, -19.078, 15.355], [2.298, -18.544, 13.956], [1.054, -18.495, 13.077], [1.220, -17.617, 11.860], [1.451, -16.219, 12.406], [2.718, -16.087, 13.212], [2.834, -17.174, 14.176], [3.811, -17.017, 15.203], [3.860, -16.021, 12.246], [2.628, -14.776, 13.981], [3.452, -19.393, 13.336], [1.313, -19.946, 15.219], [1.295, -18.469, 15.969], [2.750, -19.565, 15.925], [0.849, -19.531, 12.807], [0.166, -18.293, 13.676], [0.336, -17.679, 11.226], [2.103, -17.954, 11.317], [0.606, -15.793, 12.947], [1.489, -15.452, 11.632], [4.791, -15.886, 12.797], [4.043, -16.907, 11.638], [3.808, -15.169, 11.569], [2.481, -13.887, 13.367], [1.875, -14.746, 14.768], [3.475, -14.626, 14.650], [3.316, -19.762, 12.319], [3.448, -20.407, 13.735], [4.505, -19.128, 13.440], [3.277, -16.871, 15.987], [6.687, -10.497, 12.338], [7.811, -11.290, 11.940], [7.038, -9.466, 12.387], [5.814, -10.575, 11.689], [6.240, -10.869, 13.260], [7.751, -12.189, 12.271], [2.444, -8.801, 16.853], [3.163, -7.941, 17.832], [2.276, -6.731, 18.233], [2.694, -5.417, 17.657], [2.654, -5.290, 16.222], [3.457, -8.808, 18.918], [2.170, -8.158, 16.017], [1.468, -9.116, 17.223], [3.065, -9.573, 16.398], [3.985, -7.606, 17.199], [2.396, -6.672, 19.315], [1.196, -6.870, 18.182], [2.866, -4.265, 15.919], [1.728, -5.447, 15.668], [3.363, -6.003, 15.801], [3.731, -8.183, 19.663], [4.343, -9.237, 18.690], [12.073, -8.123, 16.155], [13.248, -8.738, 16.978], [13.344, -8.250, 18.462], [13.597, -6.841, 18.460], [13.198, -6.104, 19.642], [12.958, -10.137, 17.021], [11.065, -8.332, 16.514], [12.283, -8.339, 15.107], [12.024, -7.035, 16.206], [14.222, -8.518, 16.541], [14.043, -8.819, 19.077], [12.341, -8.345, 18.878], [13.952, -6.258, 20.414], [12.195, -6.415, 19.934], [13.291, -5.026, 19.504], [12.007, -10.212, 17.353], [12.881, -10.621, 16.138], [3.915, -13.561, 22.399], [3.968, -14.898, 21.631], [3.093, -15.069, 20.308], [2.990, -16.414, 19.874], [2.371, -17.219, 20.823], [5.361, -15.265, 21.355], [4.379, -13.505, 23.384], [2.883, -13.212, 22.454], [4.233, -12.811, 21.675], [3.500, -15.578, 22.342], [3.487, -14.508, 19.460], [2.087, -14.660, 20.410], [1.993, -18.193, 20.513], [1.441, -16.729, 21.109], [2.890, -17.456, 21.752], [5.640, -14.493, 20.768], [5.977, -15.157, 22.148]]}

***

no.,total energy (eV)
1,-14039.1233
2,-18548.1449
3,-243518.9043
4,-73493.0111
5,-62171.5685